Below is H8InO4 as an isolated structure in a non-equilibrium geometry, with properties calculated with ωB97M-V/def2-TZVPD.

Positions of all 13 atoms, in Å:
In -0.750024 0.284721 -0.554338
O -0.339693 -2.225693 0.694294
H -0.275105 -2.462151 1.650841
H -0.778885 -2.999655 0.267574
O -0.522265 2.664533 0.930978
H -0.192350 2.692978 1.851472
H -0.817873 3.581746 0.724384
O -0.146760 -0.492610 -3.153931
H -0.600903 -1.261755 -3.580898
H 0.084325 0.130319 -3.890492
O 1.346970 0.147484 1.318976
H 1.206563 0.635586 2.160099
H 1.786000 -0.695503 1.581040

Force components x, y, z for each atom (eV/Å):
1.913 -0.416 1.283
-0.217 0.366 -0.864
-0.417 0.375 -0.260
0.150 0.253 0.242
0.169 -0.651 -0.695
-0.292 -0.169 -0.181
-0.168 -0.470 -0.210
0.004 0.103 0.970
-0.082 0.371 0.314
-0.269 0.037 0.481
-0.674 0.164 -0.469
0.076 -0.203 -0.287
-0.192 0.240 -0.326

The energy above the lowest of the compared OMol25 structures with the same formula, charge and spin is 72.89 kcal/mol. The HOMO-LUMO gap comes out at 5.31 eV. The value obtained for the LUMO energy is -19.99 eV. Its total charge is +3. For the HOMO energy, the calculation gives -25.2973 eV. For the largest force on an atom, the calculation gives 2.34 eV/Å.

Which charges does natural (NBO) predict for the atoms? In e, they are: 2.10 -0.88 0.56 0.55 -0.93 0.54 0.57 -0.86 0.56 0.57 -0.86 0.53 0.55